130
Properties=species:S:1:pos:R:3:mulliken_charge:R:1 method="wB97M-V/def2-TZVPD" lumo_energy_ev=0.246 largest_force_ev_per_a=5.694 e_homo_ev=-8.173 smiles="N[C@@H]1OC(=O)O[C@@H]1CCC(=O)Nc1ccccc1.CCOC(C)=O.CCOC(C)=O.CCOC(C)=O.CCOC(C)=O.CCOC(C)=O.CCOC(C)=O.CCOC(C)=O" homo_lumo_gap_ev=8.42
N -1.9899 -0.3160 3.4362 -0.51
C -0.7707 -0.2716 2.5939 -0.15
O -0.7367 0.6417 1.4487 -0.40
C 0.0495 0.0147 0.4027 0.56
O 0.0576 0.2609 -0.8196 -0.62
O 0.8261 -1.0078 1.1063 -0.17
C -0.1839 -1.6212 1.9594 0.13
C -1.4104 -2.2721 1.0957 -0.15
C -1.9179 -3.5636 1.9018 0.24
C -2.6328 -4.6806 1.0123 -0.36
O -1.9390 -5.6654 0.6223 -0.62
N -4.0718 -4.6942 0.6369 -0.34
C -4.6206 -3.3533 0.9431 0.47
C -4.4841 -2.2595 -0.1508 -0.53
C -5.0146 -0.8353 0.1810 -0.31
C -5.6633 -0.5146 1.5664 -0.73
C -5.8318 -1.6381 2.6306 -0.24
C -5.3018 -3.0604 2.3030 -0.30
H -2.7718 0.2244 3.0442 0.30
H -2.2598 -1.2715 3.7016 0.21
H 0.0549 0.0291 3.3308 0.34
H 0.3670 -2.3517 2.6410 0.16
H -2.2086 -1.4347 1.0575 0.09
H -1.0765 -2.5038 0.0116 0.37
H -2.5807 -3.2876 2.7833 -0.07
H -0.9762 -4.0599 2.3452 0.52
H -4.5035 -5.4233 1.2441 0.43
H -3.9886 -2.4534 -1.1643 0.38
H -4.8943 -0.0031 -0.5994 0.37
H -6.0291 0.5403 1.7952 0.34
H -6.3174 -1.3862 3.6270 0.36
H -5.4088 -3.9076 3.0629 0.26
C 1.8879 4.9912 0.9466 -0.73
C 2.7574 4.9359 2.1843 -0.44
O 2.2314 4.0006 3.1406 -0.34
C 2.5096 2.6887 3.1332 0.62
C 3.1409 2.0923 1.9062 -0.38
O 2.1848 1.9876 4.0684 -0.62
H 1.8596 4.0275 0.4330 0.05
H 2.2576 5.7405 0.2521 0.42
H 0.8568 5.2379 1.2152 0.35
H 3.8027 4.7166 1.9535 0.35
H 2.7496 5.9136 2.6727 0.32
H 2.3581 1.7430 1.2304 -0.06
H 3.7553 1.2435 2.2135 0.16
H 3.8041 2.7772 1.3825 0.35
C 3.2697 4.0991 -4.9708 -0.82
C 3.8053 5.4291 -4.4785 -0.19
O 3.3907 5.6794 -3.1258 -0.39
C 4.0502 5.2459 -2.0396 0.78
C 5.1025 4.1844 -2.2019 -0.93
O 3.7427 5.6506 -0.9375 -0.61
H 3.6612 3.2657 -4.3830 0.23
H 3.5384 3.9397 -6.0175 0.28
H 2.1812 4.0686 -4.8780 0.28
H 4.8908 5.5087 -4.5792 0.34
H 3.3811 6.2328 -5.0853 0.17
H 4.6412 3.2013 -2.0873 0.20
H 5.8534 4.3224 -1.4218 0.34
H 5.6314 4.2369 -3.1506 0.31
C 6.2373 -3.3047 0.6862 -0.98
C 6.3440 -1.8087 0.9014 -0.25
O 6.0952 -1.0944 -0.3179 -0.38
C 4.8722 -0.7347 -0.7503 0.67
C 3.6620 -1.3610 -0.1149 -0.59
O 4.7574 0.0229 -1.6889 -0.60
H 5.2312 -3.5945 0.3757 0.27
H 6.4848 -3.8440 1.6034 0.36
H 6.9184 -3.6256 -0.1058 0.29
H 5.6953 -1.4525 1.7054 0.23
H 7.3661 -1.5613 1.1992 0.35
H 3.3902 -2.2612 -0.6690 0.42
H 2.8392 -0.6475 -0.1634 -0.07
H 3.7988 -1.5999 0.9375 0.27
C -7.1777 -5.7361 6.6702 -0.96
C -7.2179 -4.2505 6.9655 -0.42
O -7.1428 -3.4829 5.7549 -0.36
C -8.2057 -3.1494 5.0001 0.91
C -9.5128 -3.8551 5.2301 -1.22
O -8.0842 -2.3490 4.0992 -0.57
H -8.0346 -6.0491 6.0700 0.27
H -7.1763 -6.3128 7.5978 0.38
H -6.2810 -5.9871 6.0981 0.27
H -8.0887 -3.9636 7.5598 0.37
H -6.3398 -3.9785 7.5566 0.33
H -9.5634 -4.7345 4.5856 0.27
H -10.3230 -3.1716 4.9702 0.34
H -9.6753 -4.1449 6.2658 0.36
C 1.5958 -6.0908 6.4983 -1.06
C 1.5606 -4.9292 5.5264 -0.44
O 0.3485 -4.9389 4.7563 -0.34
C -0.8049 -4.3729 5.1506 0.88
C -0.9649 -3.9713 6.5904 -1.23
O -1.7262 -4.2625 4.3693 -0.54
H 0.7843 -6.0293 7.2266 0.27
H 2.5446 -6.1113 7.0390 0.38
H 1.4732 -7.0373 5.9661 0.31
H 1.7062 -3.9646 6.0187 0.37
H 2.3798 -5.0355 4.8109 0.35
H -1.3967 -4.8040 7.1484 0.29
H -1.6432 -3.1173 6.6361 0.34
H -0.0371 -3.6523 7.0598 0.39
C -0.4369 1.4950 -4.0838 -0.87
C -1.2342 0.2259 -3.8635 -0.16
O -2.6366 0.4561 -4.0752 -0.37
C -3.2450 0.3828 -5.2719 0.73
C -2.4020 0.3686 -6.5170 -0.92
O -4.4536 0.4070 -5.3435 -0.58
H -0.5248 1.8506 -5.1131 0.38
H 0.6202 1.3279 -3.8647 0.32
H -0.8081 2.2953 -3.4389 0.31
H -0.8756 -0.6073 -4.4731 0.32
H -1.1273 -0.0871 -2.8227 0.00
H -2.2541 1.3938 -6.8610 0.24
H -2.9333 -0.1956 -7.2856 0.30
H -1.4395 -0.1208 -6.3862 0.33
C 2.9006 6.0383 -10.7725 -0.93
C 3.4367 7.3648 -10.2738 -0.40
O 3.0244 7.6108 -8.9210 -0.35
C 3.6851 7.1729 -7.8355 0.78
C 4.7360 6.1106 -8.0027 -0.87
O 3.3798 7.5747 -6.7339 -0.59
H 3.2924 5.2023 -10.1892 0.25
H 3.1686 5.8844 -11.8201 0.35
H 1.8123 6.0075 -10.6793 0.30
H 4.5218 7.4443 -10.3750 0.37
H 3.0124 8.1721 -10.8757 0.29
H 4.2736 5.1284 -7.8906 0.13
H 5.4884 6.2452 -7.2233 0.28
H 5.2638 6.1651 -8.9520 0.37



59
Properties=species:S:1:pos:R:3:nbo_charge:R:1 method="wB97M-V/def2-TZVPD" lumo_energy_ev=-8.962 largest_force_ev_per_a=0.481 charge=+3 e_homo_ev=-14.161 homo_lumo_gap_ev=5.20
La 0.0347 0.0081 0.1685 2.50
C 3.0193 0.0445 -4.8921 -0.42
N 2.8078 0.0364 -3.4331 -0.28
C 3.8171 0.0476 -2.5077 -0.02
C 3.2216 0.0349 -1.2863 -0.07
N 1.8540 0.0161 -1.4575 -0.70
C 1.6313 0.0175 -2.7811 0.09
P 0.0180 0.0114 -3.6500 0.81
C -0.7948 -1.3806 -2.7811 0.09
N -0.9190 -1.5652 -1.4582 -0.70
C -1.6188 -2.7394 -1.2871 -0.07
C -1.9141 -3.2575 -2.5085 -0.02
N -1.3914 -2.3950 -3.4341 -0.28
C -1.4875 -2.5827 -4.8929 -0.42
C -0.7912 1.4061 -2.7831 0.09
N -0.9138 1.5891 -1.4600 -0.70
C -1.5992 2.7716 -1.2869 -0.06
C -1.8873 3.2961 -2.5076 -0.02
N -1.3746 2.4290 -3.4346 -0.28
C -1.4672 2.6206 -4.8930 -0.42
H 4.0889 0.0463 -5.0756 0.26
H 2.5845 -0.8467 -5.3362 0.24
H 2.5829 0.9396 -5.3269 0.24
H 4.8561 0.0627 -2.7908 0.27
H 3.6925 0.0353 -0.3165 0.24
H -1.8633 -3.1410 -0.3170 0.24
H -2.4421 -4.1527 -2.7911 0.27
H -2.0174 -3.5116 -5.0773 0.26
H -2.0434 -1.7622 -5.3386 0.24
H -0.4932 -2.6497 -5.3260 0.24
H -1.8417 3.1725 -0.3159 0.24
H -2.4045 4.1979 -2.7886 0.27
H -1.9972 3.5496 -5.0765 0.26
H -0.4720 2.6891 -5.3237 0.23
H -2.0215 1.8010 -5.3422 0.24
N -1.1058 -0.1751 7.7390 -0.52
C -0.6255 -0.0933 9.0205 0.21
C -1.2516 -0.2022 10.2664 -0.27
C -0.4354 -0.0616 11.3580 -0.14
C 0.9600 0.1806 11.2409 -0.20
C 1.5684 0.2864 10.0234 -0.16
C 0.7547 0.1461 8.8836 0.06
N 1.0939 0.2078 7.5635 -0.37
C -0.0291 0.0083 6.9042 0.26
C -0.0649 -0.0005 5.4713 0.07
C 1.1406 0.2086 4.7682 -0.19
C 1.1332 0.2069 3.4062 0.02
N 0.0128 0.0120 2.6603 -0.74
C -1.1408 -0.1876 3.3380 0.04
C -1.2277 -0.2019 4.7039 -0.23
H -2.0642 -0.3412 7.4872 0.42
H -2.3122 -0.3846 10.3708 0.24
H -0.8670 -0.1363 12.3472 0.24
H 1.5462 0.2824 12.1435 0.24
H 2.6290 0.4703 9.9247 0.24
H 2.0533 0.3679 5.3249 0.29
H 2.0618 0.3695 2.8649 0.20
H -2.0398 -0.3420 2.7447 0.20
H -2.1922 -0.3677 5.1622 0.24



| no. | total energy (Ha) |
| --- | --- |
| 1 | -3029.7868 |
| 2 | -1793.9545 |